(1)
122
Properties=species:S:1:pos:R:3 method="wB97M-V/def2-TZVPD" charge=-2 multiplicity=4 max_force_ev_per_a=1.50 lumo_energy_ev="3.65 / 3.65" orbital_gap_ev="4.6 / 5.1"
Tc 1.40 -1.04 -3.07
C -3.88 -0.50 -5.79
C -3.50 0.28 -4.57
C -2.82 1.49 -4.68
C -2.54 2.28 -3.57
C -1.81 3.58 -3.74
C -2.95 1.84 -2.31
C -3.63 0.63 -2.17
C -4.17 0.18 -0.84
C -3.88 -0.14 -3.31
C -2.78 2.74 -1.14
C -3.82 3.64 -0.91
C -3.77 4.56 0.12
C -2.64 4.62 0.91
C -1.58 3.73 0.72
C -1.65 2.76 -0.29
Ge -0.24 1.32 -0.45
S 0.59 1.21 -2.45
S -1.14 -0.63 0.40
Ge 1.12 -1.01 0.79
S 2.39 -1.34 -0.95
S 1.34 1.25 1.24
C 1.56 -2.29 2.30
C 1.70 -1.81 3.61
C 2.28 -2.60 4.59
C 2.70 -3.89 4.32
C 2.50 -4.40 3.05
C 1.94 -3.63 2.03
C 1.75 -4.35 0.75
C 2.87 -4.76 0.01
C 4.26 -4.40 0.44
C 2.68 -5.47 -1.16
C 1.42 -5.81 -1.62
C 1.26 -6.54 -2.92
C 0.32 -5.44 -0.86
C 0.46 -4.72 0.32
C -0.76 -4.38 1.14
C 1.17 -0.52 4.13
C -0.18 -0.47 4.52
C -1.14 -1.55 4.10
C -0.62 0.58 5.32
C 0.25 1.58 5.74
C -0.23 2.64 6.70
C 1.56 1.56 5.28
C 2.03 0.53 4.48
C 3.44 0.55 3.98
C -0.40 3.94 1.60
C -0.50 3.63 2.96
C -1.69 2.88 3.49
C 0.53 4.01 3.82
C 1.66 4.66 3.35
C 2.76 5.06 4.29
C 1.76 4.91 1.99
C 0.74 4.57 1.11
C 0.90 4.84 -0.37
H -3.18 -0.31 -6.61
H -4.88 -0.23 -6.12
H -3.88 -1.58 -5.60
H -2.48 1.81 -5.66
H -1.76 3.87 -4.79
H -0.78 3.47 -3.38
H -2.28 4.38 -3.17
H -3.59 0.58 -0.01
H -4.16 -0.91 -0.77
H -5.21 0.51 -0.72
H -4.39 -1.09 -3.19
H -4.69 3.60 -1.56
H -4.59 5.25 0.29
H -2.56 5.36 1.70
H 2.39 -2.20 5.59
H 3.15 -4.49 5.09
H 2.78 -5.43 2.83
H 4.28 -3.43 0.94
H 4.91 -4.35 -0.43
H 4.67 -5.15 1.13
H 3.55 -5.75 -1.75
H 2.18 -7.04 -3.21
H 1.04 -5.81 -3.71
H 0.44 -7.26 -2.88
H -0.68 -5.70 -1.20
H -1.56 -5.09 0.93
H -1.13 -3.38 0.89
H -0.55 -4.40 2.21
H -0.75 -2.54 4.33
H -1.30 -1.51 3.02
H -2.10 -1.42 4.59
H -1.65 0.60 5.64
H -1.19 3.06 6.39
H 0.49 3.45 6.79
H -0.37 2.21 7.70
H 2.24 2.36 5.56
H 4.05 1.27 4.52
H 3.44 0.83 2.92
H 3.90 -0.44 4.05
H -2.03 2.14 2.77
H -2.53 3.55 3.70
H -1.42 2.35 4.41
H 0.44 3.77 4.87
H 2.45 4.96 5.33
H 3.05 6.10 4.12
H 3.65 4.44 4.13
H 2.66 5.38 1.60
H 1.73 5.53 -0.55
H -0.01 5.25 -0.80
H 1.13 3.91 -0.89
O -0.59 -2.04 -2.45
H -0.89 -2.41 -3.32
H -1.32 -1.56 -2.03
Se 3.71 -2.45 -6.02
Se 3.27 -2.09 -3.83
Se -1.35 -3.66 -6.48
N -0.81 -2.55 -7.79
C -0.11 -1.58 -7.21
C 0.44 -0.48 -7.88
C 1.04 0.51 -7.10
C 1.13 0.37 -5.73
N 0.69 -0.71 -5.04
C 0.02 -1.64 -5.76
N -0.59 -2.67 -5.17
H 0.39 -0.42 -8.96
H 1.46 1.39 -7.56
H 1.61 1.13 -5.13

(2)
124
Properties=species:S:1:pos:R:3 method="wB97M-V/def2-TZVPD" charge=-1 multiplicity=2 max_force_ev_per_a=0.75 lumo_energy_ev="2.36 / 2.32" orbital_gap_ev="6.5 / 6.5"
Ir -0.86 1.45 1.23
C -4.61 -1.52 3.38
C -3.69 -0.35 3.23
O -2.88 -0.30 2.19
C -3.63 0.65 4.12
C -2.81 1.85 4.10
C -3.05 2.79 5.26
N -1.90 2.13 3.22
N -1.24 3.32 3.55
C -0.04 3.38 3.07
O 0.52 2.50 2.30
C 0.80 4.56 3.44
C 2.04 4.73 2.82
C 2.83 5.82 3.14
C 2.40 6.75 4.08
C 1.17 6.57 4.70
C 0.37 5.48 4.39
H -5.36 -1.52 2.59
H -5.09 -1.49 4.35
H -4.04 -2.45 3.27
H -4.27 0.55 4.99
H -3.90 2.45 5.85
H -3.23 3.80 4.89
H -2.16 2.84 5.89
H 2.36 4.01 2.09
H 3.79 5.95 2.66
H 3.02 7.60 4.33
H 0.83 7.29 5.44
H -0.59 5.33 4.86
C 1.84 -4.48 -4.99
C 1.17 -3.15 -4.79
C 0.11 -2.74 -5.60
C -0.43 -1.50 -5.30
N -0.01 -0.74 -4.31
C 1.02 -1.20 -3.55
S 1.61 -0.21 -2.28
N 1.63 -2.40 -3.81
H 1.84 -4.77 -6.05
H 1.31 -5.25 -4.43
H 2.86 -4.43 -4.62
H -0.26 -3.35 -6.42
H -1.25 -1.10 -5.90
C 6.59 -2.16 -0.08
C 5.15 -1.90 0.26
C 4.76 -0.78 0.97
C 3.43 -0.52 1.28
C 3.18 0.74 2.07
C 2.44 -1.42 0.86
Te 0.32 -1.02 0.85
N -3.33 -1.08 1.07
C -2.95 -0.44 0.01
O -2.26 0.64 -0.10
C -3.41 -1.07 -1.27
C -2.50 -1.72 -2.09
C -2.95 -2.35 -3.25
C -4.29 -2.29 -3.61
C -5.19 -1.60 -2.80
C -4.75 -1.01 -1.63
C -0.31 -2.13 2.60
C -1.16 -3.23 2.41
C -1.54 -3.80 1.06
C -1.72 -3.85 3.53
C -1.47 -3.40 4.82
C -2.14 -4.05 6.00
C -0.61 -2.33 4.98
C -0.02 -1.69 3.90
C 0.92 -0.55 4.16
C 2.82 -2.57 0.15
C 1.83 -3.56 -0.39
C 4.16 -2.79 -0.13
H 7.17 -1.23 -0.04
H 6.69 -2.58 -1.08
H 7.04 -2.86 0.63
H 5.51 -0.07 1.29
H 3.82 1.54 1.70
H 3.45 0.59 3.12
H 2.15 1.06 2.05
H -1.45 -1.73 -1.84
H -2.24 -2.86 -3.88
H -4.63 -2.76 -4.52
H -6.24 -1.54 -3.08
H -5.45 -0.49 -0.98
H -1.87 -3.03 0.37
H -2.35 -4.51 1.18
H -0.70 -4.32 0.60
H -2.38 -4.69 3.38
H -2.61 -4.99 5.73
H -2.91 -3.40 6.42
H -1.42 -4.25 6.80
H -0.40 -1.97 5.98
H 1.03 -0.38 5.23
H 0.57 0.37 3.69
H 1.90 -0.78 3.75
H 1.09 -3.83 0.35
H 2.34 -4.47 -0.71
H 1.32 -3.13 -1.26
H 4.43 -3.67 -0.71
C -1.94 2.97 -1.86
C -0.50 2.80 -1.54
N 0.04 2.28 -0.45
C 1.40 2.43 -0.57
C 1.69 3.06 -1.73
N 0.48 3.28 -2.34
C 0.28 3.97 -3.59
N -0.01 3.09 -4.70
N -1.12 3.35 -5.44
N -1.12 2.62 -6.48
C 0.03 1.85 -6.48
C 0.50 0.92 -7.41
C 1.71 0.33 -7.14
C 2.45 0.65 -5.97
C 1.99 1.56 -5.05
C 0.76 2.16 -5.34
H -2.52 2.23 -1.31
H -2.12 2.83 -2.92
H -2.28 3.97 -1.57
H 2.07 2.06 0.18
H 2.62 3.33 -2.18
H 1.18 4.55 -3.80
H -0.57 4.64 -3.52
H -0.08 0.67 -8.29
H 2.12 -0.41 -7.82
H 3.37 0.13 -5.77
H 2.52 1.72 -4.12

(3)
128
Properties=species:S:1:pos:R:3 method="wB97M-V/def2-TZVPD" charge=-1 multiplicity=2 max_force_ev_per_a=0.86 lumo_energy_ev="1.59 / 1.59" orbital_gap_ev="5.3 / 6.3"
Cd -0.10 0.21 0.13
C 0.83 -4.19 -1.19
O 0.65 -4.67 0.13
C 1.31 -3.96 1.12
C 2.10 -4.68 1.98
C 2.77 -4.07 3.03
C 2.65 -2.71 3.18
C 1.84 -1.93 2.32
C 1.90 -0.50 2.56
N 1.33 0.41 1.88
N 1.61 1.72 2.25
C 1.33 2.55 1.27
O 0.98 2.26 0.08
C 1.45 4.01 1.61
C 1.30 4.95 0.60
C 1.38 6.31 0.89
C 1.59 6.73 2.19
C 1.73 5.79 3.21
C 1.66 4.44 2.92
C 1.09 -2.55 1.28
O 0.23 -1.96 0.52
H 0.55 -5.00 -1.85
H 1.87 -3.91 -1.36
H 0.19 -3.33 -1.36
H 2.18 -5.75 1.80
H 3.39 -4.65 3.71
H 3.19 -2.20 3.96
H 2.55 -0.18 3.39
H 1.12 4.60 -0.41
H 1.26 7.03 0.09
H 1.64 7.79 2.42
H 1.88 6.11 4.23
H 1.76 3.69 3.70
C 0.50 -1.55 -5.25
N 0.03 -0.77 -4.13
C 0.32 -0.93 -2.85
N -0.25 0.03 -2.15
C -0.91 0.77 -3.09
N -0.77 0.31 -4.31
C 1.45 -0.76 -6.12
C 1.34 -0.78 -7.51
C 2.23 -0.04 -8.29
C 3.22 0.72 -7.70
C 3.33 0.74 -6.31
C 2.45 0.00 -5.53
C 4.34 1.58 -5.67
N 5.20 2.38 -6.20
N 5.89 2.96 -5.14
C 5.39 2.48 -4.06
O 4.39 1.59 -4.31
C 5.71 2.75 -2.66
C 6.52 3.82 -2.30
C 6.75 4.06 -0.95
C 6.18 3.25 0.02
C 5.37 2.18 -0.33
C 4.74 1.31 0.74
N 4.21 0.08 0.19
C 3.12 -0.08 -0.57
N 3.06 -1.32 -1.03
C 4.16 -1.89 -0.47
N 4.89 -1.08 0.26
C 5.14 1.94 -1.68
H -0.36 -1.90 -5.82
H 1.00 -2.42 -4.83
H 0.96 -1.69 -2.45
H -1.48 1.65 -2.85
H 0.55 -1.35 -7.97
H 2.13 -0.06 -9.37
H 3.90 1.31 -8.29
H 2.53 0.03 -4.45
H 6.95 4.45 -3.06
H 7.38 4.89 -0.66
H 6.36 3.46 1.07
H 3.93 1.84 1.25
H 5.48 1.02 1.48
H 2.43 0.73 -0.75
H 4.41 -2.93 -0.59
H 4.53 1.11 -1.98
C -2.76 3.53 -1.20
Si -3.19 3.13 0.59
C -5.05 3.04 0.76
C -2.54 4.56 1.63
Se -2.27 1.23 1.36
H -3.20 4.50 -1.48
H -3.16 2.78 -1.88
H -1.68 3.60 -1.33
H -5.52 3.99 0.48
H -5.33 2.82 1.80
H -5.47 2.26 0.13
H -3.03 5.50 1.36
H -1.47 4.68 1.49
H -2.72 4.37 2.69
C -1.94 -3.43 2.83
Ge -3.54 -2.54 2.14
C -4.98 -3.90 2.03
C -4.11 -1.20 3.45
Ge -3.08 -1.51 -0.02
C -2.70 -2.94 -1.34
C -2.49 -4.27 -0.96
C -2.27 -5.27 -1.90
C -2.22 -4.96 -3.25
C -2.41 -3.64 -3.65
C -2.64 -2.65 -2.71
C -4.71 -0.68 -0.77
C -5.97 -0.89 -0.24
C -7.10 -0.31 -0.80
C -6.99 0.49 -1.93
C -5.73 0.71 -2.48
C -4.61 0.14 -1.90
H -2.23 -4.06 3.67
H -1.22 -2.69 3.18
H -1.44 -4.04 2.08
H -4.89 -4.57 2.88
H -4.91 -4.49 1.11
H -5.96 -3.43 2.06
H -4.43 -1.71 4.37
H -4.93 -0.59 3.07
H -3.28 -0.53 3.68
H -2.50 -4.54 0.09
H -2.11 -6.29 -1.57
H -2.05 -5.74 -3.99
H -2.40 -3.39 -4.71
H -2.81 -1.63 -3.05
H -6.09 -1.52 0.64
H -8.08 -0.48 -0.35
H -7.87 0.94 -2.37
H -5.63 1.34 -3.35
H -3.64 0.34 -2.33

(4)
116
Properties=species:S:1:pos:R:3 method="wB97M-V/def2-TZVPD" charge=+2 multiplicity=2 max_force_ev_per_a=1.93 lumo_energy_ev="-6.94 / -6.94" orbital_gap_ev="5.8 / 5.9"
Os 0.90 0.45 -2.03
C 2.03 -0.12 -3.85
C 0.72 0.21 -4.28
C 0.47 1.58 -3.97
C 1.63 2.11 -3.33
C 2.60 1.06 -3.25
C 4.04 1.19 -2.88
C 1.89 3.58 -3.12
C -0.75 2.34 -4.35
C -0.24 -0.70 -4.98
C 2.73 -1.42 -4.02
H 4.36 0.38 -2.22
H 4.24 2.14 -2.37
H 4.65 1.15 -3.78
H 1.03 4.09 -2.70
H 2.11 4.03 -4.09
H 2.74 3.75 -2.46
H -0.65 2.64 -5.39
H -0.88 3.24 -3.75
H -1.65 1.73 -4.26
H -1.24 -0.64 -4.53
H 0.08 -1.74 -4.94
H -0.32 -0.41 -6.02
H 3.46 -1.58 -3.23
H 3.27 -1.43 -4.97
H 2.03 -2.26 -4.02
O -0.02 -1.36 -1.96
P -1.10 -1.44 -0.85
C -0.56 -0.80 2.02
C -1.65 0.05 2.54
C -1.63 0.58 3.78
C -0.52 0.36 4.63
C 0.60 -0.31 4.20
C 0.63 -0.79 2.90
C -2.56 -0.48 -1.32
C -3.69 -1.11 -1.84
C -4.75 -0.37 -2.34
C -4.69 1.02 -2.35
C -3.56 1.65 -1.84
C -2.51 0.92 -1.32
C -1.61 -3.16 -0.76
C -0.89 -4.06 -1.55
C -1.27 -5.40 -1.59
C -2.36 -5.83 -0.85
C -3.06 -4.94 -0.05
C -2.70 -3.61 -0.01
H -2.51 0.20 1.89
H -2.47 1.17 4.14
H -0.54 0.75 5.64
H 1.46 -0.42 4.84
H 1.50 -1.31 2.54
H -3.75 -2.19 -1.89
H -5.62 -0.88 -2.74
H -5.51 1.60 -2.74
H -3.51 2.74 -1.85
H -1.65 1.44 -0.92
H -0.05 -3.72 -2.13
H -0.72 -6.09 -2.21
H -2.66 -6.87 -0.89
H -3.91 -5.29 0.53
H -3.26 -2.92 0.60
C -0.74 4.93 2.49
Ge -1.11 3.57 1.14
C -1.30 4.30 -0.68
C -2.88 2.83 1.55
Ge 0.89 2.13 1.04
C 2.28 3.24 0.18
C 3.58 2.74 0.04
C 4.63 3.56 -0.34
C 4.41 4.91 -0.57
C 3.13 5.43 -0.43
C 2.08 4.60 -0.06
C 1.87 1.60 2.66
C 2.79 0.55 2.62
C 3.59 0.27 3.72
C 3.48 1.04 4.87
C 2.58 2.10 4.91
C 1.78 2.38 3.81
H -1.50 5.71 2.44
H 0.24 5.40 2.35
H -0.78 4.50 3.48
H -2.33 4.14 -1.00
H -0.62 3.82 -1.38
H -1.11 5.37 -0.69
H -3.57 3.67 1.45
H -2.97 2.45 2.56
H -3.19 2.06 0.84
H 3.78 1.70 0.23
H 5.62 3.15 -0.43
H 5.23 5.56 -0.85
H 2.95 6.48 -0.60
H 1.10 5.04 0.04
H 2.88 -0.06 1.73
H 4.30 -0.54 3.68
H 4.11 0.83 5.73
H 2.50 2.71 5.80
H 1.09 3.20 3.86
C -0.54 -7.68 0.84
C -1.70 -7.58 1.79
O -2.76 -8.08 1.61
S -1.43 -6.70 3.41
C -1.15 -5.03 2.92
C -0.09 -4.60 2.13
C 0.06 -3.26 1.84
C -0.84 -2.31 2.33
C -1.88 -2.73 3.16
C -2.04 -4.08 3.43
C -0.28 -0.54 0.53
C 0.45 0.47 0.01
H -0.79 -8.35 0.03
H 0.34 -8.04 1.38
H -0.31 -6.69 0.44
H 0.64 -5.31 1.76
H 0.88 -2.95 1.19
H -2.60 -2.03 3.55
H -2.88 -4.40 4.02